An isolated molecule of C25H26N2O3. Source: the Open Molecules 2025 dataset; level of theory: ωB97M-V/def2-TZVPD.

```
56
Properties=species:S:1:pos:R:3:forces:R:3:lowdin_charge:R:1
C 5.3598 3.5559 -0.0581 -0.099 0.161 -0.023 -0.086
O 6.1494 2.4027 0.1160 0.113 -0.233 0.026 -0.085
C 5.5314 1.1891 0.0871 0.122 -0.408 0.046 -0.274
C 6.3496 0.0776 0.2616 -0.037 0.353 -0.025 -0.009
C 5.8164 -1.1991 0.2488 -0.177 -0.112 -0.020 -0.020
C 4.4585 -1.3905 0.0608 -0.136 0.072 -0.026 -0.212
O 3.8237 -2.6158 0.0331 -0.125 0.540 -0.036 -0.106
C 4.6130 -3.7699 0.1741 0.087 -0.228 0.021 -0.087
C 3.6280 -0.2699 -0.1172 0.313 -0.118 0.070 -0.135
N 2.2675 -0.5197 -0.2978 0.037 -0.513 0.081 0.155
C 1.2533 0.3550 -0.5502 0.032 -0.087 0.008 -0.409
O 1.3925 1.5560 -0.6793 0.018 0.117 -0.061 0.078
C -0.0791 -0.3046 -0.6730 -0.346 -0.053 0.010 -0.133
C -0.4438 -1.4107 0.0882 0.134 0.118 -0.028 -0.021
C -1.7146 -1.9425 -0.0261 -0.103 -0.053 -0.193 -0.048
C -2.6452 -1.3941 -0.9011 0.168 -0.177 -0.033 -0.199
C -4.0618 -1.9171 -0.9436 -0.102 -0.012 0.001 -0.133
N -5.0342 -1.2061 -0.1288 -0.156 -0.037 -0.136 -0.164
C -4.8651 -1.2864 1.3051 -0.022 -0.005 0.203 -0.169
C -3.7653 -0.3830 1.8956 -0.037 -0.147 0.015 -0.112
C -3.5055 0.8531 1.0766 -0.039 0.072 0.044 -0.179
C -2.4785 1.7132 1.4470 -0.048 0.005 -0.039 -0.034
C -2.2038 2.8496 0.7122 0.100 0.049 0.061 -0.079
C -2.9661 3.1467 -0.4056 -0.018 0.088 -0.108 -0.085
C -3.9790 2.2903 -0.7903 -0.074 -0.005 0.110 -0.055
C -4.2466 1.1363 -0.0656 -0.039 0.164 0.086 -0.184
C -5.3031 0.1622 -0.5221 -0.177 -0.057 0.051 -0.132
C -2.2588 -0.3180 -1.6922 0.164 -0.174 -0.018 -0.026
C -1.0008 0.2347 -1.5648 0.135 0.044 0.000 0.001
C 4.1655 1.0084 -0.1017 0.074 0.317 -0.005 0.059
H 4.6106 3.6526 0.7336 0.008 -0.003 -0.033 0.097
H 6.0516 4.3954 -0.0063 -0.093 -0.024 -0.011 0.092
H 4.8585 3.5568 -1.0306 0.000 0.000 0.033 0.098
H 7.4069 0.2275 0.4068 0.137 0.019 0.018 0.116
H 6.4780 -2.0389 0.3877 0.028 -0.107 0.010 0.105
H 5.1157 -3.7969 1.1462 -0.008 0.013 -0.043 0.097
H 3.9226 -4.6094 0.1025 0.105 0.018 0.016 0.094
H 5.3586 -3.8462 -0.6235 -0.019 0.016 0.035 0.097
H 2.0456 -1.5059 -0.2801 -0.092 0.176 -0.074 0.127
H 0.2463 -1.8404 0.8014 0.066 -0.028 0.057 0.115
H -1.9904 -2.7977 0.5763 -0.051 -0.063 0.076 0.117
H -4.4318 -1.8824 -1.9734 0.059 -0.076 0.034 0.126
H -4.0778 -2.9599 -0.6114 0.037 0.026 -0.093 0.123
H -5.8308 -1.0023 1.7384 0.065 -0.064 0.054 0.120
H -4.6761 -2.3287 1.5731 -0.059 0.016 0.048 0.119
H -2.8258 -0.9341 1.9831 -0.070 0.051 0.081 0.096
H -4.0550 -0.0855 2.9075 0.029 -0.043 0.003 0.121
H -1.8868 1.4795 2.3211 0.083 -0.029 0.096 0.117
H -1.3935 3.4997 1.0049 0.084 0.058 0.022 0.104
H -2.7607 4.0364 -0.9820 0.030 0.077 -0.055 0.101
H -4.5671 2.5074 -1.6719 -0.043 0.017 -0.127 0.113
H -6.2703 0.4387 -0.0799 0.039 0.020 -0.118 0.131
H -5.4165 0.2038 -1.6082 -0.019 0.043 0.003 0.124
H -2.9530 0.0978 -2.4070 -0.095 0.056 -0.064 0.119
H -0.7117 1.0919 -2.1533 0.025 0.102 -0.039 0.123
H 3.4952 1.8376 -0.2437 -0.010 0.046 -0.009 0.093
```
Forces are in eV/Å.

Computed properties:
Energy relative to the best compared isomer or geometry (same formula, charge and spin), kcal/mol: 56.63
Electronic energy, Ha: -1303.4915
Orbital gap, eV: 8.35
Total charge: 0
E_HOMO, eV: -7.7051
Lowest unoccupied orbital energy, eV: 0.642

***

An isolated molecule of C25H26N4O5S in a non-equilibrium geometry. Source: the Open Molecules 2025 dataset; level of theory: ωB97M-V/def2-TZVPD.

```
61
Properties=species:S:1:pos:R:3:forces:R:3:lowdin_charge:R:1
C 0.0834 -6.3399 3.9794 -0.098 -0.216 -0.069 -0.085
O 0.6257 -5.0894 4.3342 0.103 0.305 0.056 -0.078
C 0.2475 -3.9905 3.6365 -0.003 0.219 -0.065 -0.271
C -0.6484 -3.9894 2.5691 0.087 -0.397 0.193 -0.008
C -0.9581 -2.8062 1.9290 0.141 0.363 0.081 -0.011
C -0.3839 -1.6042 2.3330 0.014 -0.560 0.229 -0.185
C -0.6969 -0.3643 1.6332 -0.124 0.525 -0.388 -0.297
N -1.6509 -0.3949 0.7049 -0.403 0.054 -0.331 0.228
C -1.9221 0.7324 0.0740 0.723 0.063 0.712 -0.238
C -1.2945 1.9466 0.3850 -0.150 -0.266 -0.027 -0.128
C -0.2713 1.8396 1.3094 -0.123 0.246 -0.014 -0.504
S 0.8045 3.2239 1.6343 0.154 0.032 0.172 0.999
C 2.3155 2.3404 1.1243 -0.541 0.205 0.197 -0.340
C 2.0579 1.7678 -0.2623 0.392 -0.032 -0.025 -0.493
O 1.3037 2.3295 -1.0420 -0.122 0.216 -0.271 0.014
N 2.6625 0.6100 -0.5842 -0.003 -0.078 -0.190 -0.039
C 3.5880 -0.1729 0.2042 -0.017 -0.411 0.315 -0.106
C 2.9166 -1.5011 0.5842 0.236 0.230 0.150 -0.169
O 2.5020 -2.1988 -0.5666 0.092 -0.173 -0.045 -0.119
C 1.6013 -1.4325 -1.3352 0.010 0.255 -0.246 -0.166
C 2.2389 -0.1095 -1.7735 -0.331 -0.236 -0.209 -0.091
N 0.0333 0.7096 1.9205 0.183 -0.217 0.304 0.134
C -1.6385 3.1833 -0.3702 -0.031 0.031 -0.077 -0.074
C -2.0098 2.7828 -1.7716 -0.194 -0.182 -0.027 -0.072
C -1.7656 3.5728 -2.8967 -0.092 -0.081 -0.078 -0.126
C -0.9396 4.8313 -2.8159 -0.227 0.050 0.040 -0.219
O 0.4406 4.5524 -2.8535 0.347 -0.096 0.078 -0.045
C -2.2367 3.1075 -4.1174 0.169 0.333 0.260 -0.084
N -2.8999 1.9757 -4.2746 -0.160 -0.202 -0.340 0.113
C -3.0959 1.1886 -3.2319 0.066 -0.138 0.518 -0.261
C -3.8078 -0.1064 -3.4452 0.017 -0.019 0.081 -0.016
C -2.6437 1.5583 -1.9590 0.235 0.555 -0.720 -0.120
O -2.8015 0.6385 -0.9399 -0.311 -0.025 0.006 0.110
C 0.5098 -1.6079 3.4074 -0.161 -0.074 -0.094 -0.034
C 0.8203 -2.7824 4.0492 -0.001 -0.253 0.042 0.005
H 0.3448 -6.6137 2.9526 -0.022 0.019 0.036 0.096
H -1.0048 -6.3525 4.0951 0.042 0.008 -0.020 0.096
H 0.5266 -7.0581 4.6673 -0.060 0.019 -0.076 0.093
H -1.1074 -4.9044 2.2299 -0.018 -0.098 -0.007 0.103
H -1.6497 -2.7963 1.1017 -0.064 -0.037 -0.069 0.112
H 3.1154 3.0795 1.1015 0.058 -0.037 0.005 0.094
H 2.5099 1.5778 1.8740 0.117 0.045 -0.113 0.062
H 3.9155 0.3622 1.0921 0.011 -0.006 -0.035 0.118
H 4.4643 -0.3826 -0.4209 -0.023 0.040 0.117 0.135
H 3.6200 -2.1554 1.1012 -0.030 0.073 0.046 0.133
H 2.0555 -1.3020 1.2386 0.115 -0.002 -0.043 0.106
H 1.3445 -2.0417 -2.2025 -0.052 0.076 0.022 0.131
H 0.6903 -1.2269 -0.7524 0.031 0.002 -0.068 0.120
H 1.5249 0.5073 -2.3195 0.107 -0.091 0.019 0.128
H 3.1119 -0.3069 -2.4031 -0.054 0.007 0.001 0.136
H -0.7896 3.8669 -0.3398 -0.103 -0.032 -0.048 0.080
H -2.4940 3.6875 0.0977 0.063 0.032 -0.036 0.148
H -1.1989 5.4058 -1.9135 -0.020 -0.024 -0.163 0.119
H -1.1363 5.4600 -3.6885 -0.081 -0.032 0.136 0.122
H 0.6582 3.8657 -2.2036 0.025 0.015 -0.030 0.048
H -2.0786 3.6815 -5.0201 0.084 0.157 -0.055 0.117
H -3.2144 -0.9290 -3.0508 -0.032 -0.126 0.018 0.082
H -3.9857 -0.2489 -4.5062 -0.004 0.004 -0.033 0.079
H -4.7583 -0.1010 -2.9143 -0.097 -0.105 0.036 0.086
H 0.9439 -0.6739 3.7288 0.054 0.062 0.036 0.111
H 1.5052 -2.8016 4.8822 0.078 0.003 0.105 0.118
```
Forces are in eV/Å.

Computed properties:
Energy relative to the best compared isomer or geometry (same formula, charge and spin), kcal/mol: 49.32
Electronic energy, Ha: -1961.7074
Orbital gap, eV: 8.63
Total charge: 0
E_HOMO, eV: -8.4229
Lowest unoccupied orbital energy, eV: 0.209

***

An isolated molecule of C25H26N4O6 in a non-equilibrium geometry. Source: the Open Molecules 2025 dataset; level of theory: ωB97M-V/def2-TZVPD.

```
61
Properties=species:S:1:pos:R:3:forces:R:3:lowdin_charge:R:1
C 1.9329 -4.4222 -3.5408 -0.206 0.117 0.396 -0.070
C 1.3832 -4.2217 -2.1370 0.096 -0.140 -0.067 -0.275
O 0.4918 -3.1244 -2.1538 0.168 -0.002 -0.237 -0.184
C -0.2133 -2.9138 -0.9514 -0.043 0.036 0.381 -0.211
C 0.6242 -2.2676 0.1568 -0.141 0.046 -0.462 -0.125
C 1.0712 -0.8512 -0.2141 0.559 -0.519 0.031 -0.118
N -0.0160 0.1045 -0.0874 -0.048 -0.014 -0.141 0.067
C -0.3660 0.4954 1.1967 0.154 0.236 0.867 -0.179
N 0.3526 0.0206 2.1415 0.219 -0.141 -0.875 0.197
C 0.2009 -0.1122 3.4751 -0.047 -0.190 -0.103 -0.454
O -0.7134 -0.7170 4.0085 0.036 0.180 0.244 0.092
C 1.3615 0.3862 4.2355 -0.289 -0.210 1.212 -0.204
C 1.6044 0.3529 5.5855 -0.293 -0.099 -0.796 -0.002
C 2.8341 1.0165 5.7793 0.288 0.222 -0.400 -0.057
C 3.2458 1.4043 4.5382 0.234 0.057 0.772 -0.115
O 2.3661 1.0305 3.6027 -0.099 0.030 -0.439 0.059
C -1.4649 1.4304 1.3227 -0.437 0.071 -0.312 -0.004
C -1.9166 1.9408 2.6456 -0.337 0.041 -0.070 -0.443
O -3.0737 2.1538 2.9048 0.060 0.018 -0.055 0.129
O -0.8960 2.1956 3.4660 0.244 0.154 -0.187 -0.009
C -1.2089 2.6391 4.7892 -0.294 0.277 0.537 -0.196
C -0.1862 3.6736 5.2234 -0.147 -0.326 -0.320 -0.047
C -2.1478 1.8393 0.2186 0.245 -0.141 0.373 0.092
C -1.7532 1.4203 -1.0703 0.274 -0.250 -0.112 -0.045
C -2.4434 1.8750 -2.2405 0.003 0.076 0.374 -0.345
O -3.3829 2.6388 -2.2864 -0.026 -0.006 0.007 0.087
N -1.9225 1.3323 -3.4695 0.338 -0.265 0.009 0.109
C -2.5458 1.6873 -4.6266 -0.351 0.193 -0.746 -0.022
C -2.1239 1.2152 -5.8247 -0.194 0.188 0.311 -0.041
C -1.0191 0.3395 -5.8720 0.184 -0.081 0.461 -0.008
C -0.3740 -0.0248 -4.7252 -0.177 0.087 -0.528 -0.177
C 0.7946 -0.9471 -4.6942 -0.022 -0.038 0.066 -0.034
C -0.8365 0.4881 -3.4739 -0.122 0.079 0.087 -0.185
N -0.2129 0.1216 -2.3805 0.271 -0.237 0.230 0.185
C -0.6577 0.5486 -1.1942 -0.713 0.604 -0.604 -0.187
H 2.4964 -3.5465 -3.8498 0.095 0.077 -0.072 0.070
H 2.5857 -5.2903 -3.5599 0.091 -0.080 -0.043 0.074
H 1.1159 -4.5754 -4.2405 -0.067 -0.041 -0.101 0.078
H 2.2111 -4.0409 -1.4370 -0.096 -0.051 -0.020 0.116
H 0.8482 -5.1252 -1.8053 0.061 0.091 0.015 0.122
H -0.6267 -3.8666 -0.5887 -0.017 0.094 -0.061 0.124
H -1.0430 -2.2553 -1.2209 -0.041 -0.088 0.085 0.120
H 1.5107 -2.8734 0.3464 0.024 -0.024 0.088 0.111
H 0.0388 -2.2400 1.0754 0.042 -0.058 0.062 0.115
H 1.4050 -0.8313 -1.2516 0.051 0.034 0.214 0.115
H 1.8660 -0.5285 0.4616 -0.079 0.009 -0.162 0.127
H 0.9771 -0.0961 6.3275 -0.200 -0.120 0.090 0.120
H 3.3409 1.1829 6.7079 0.165 0.065 0.146 0.101
H 4.1191 1.9335 4.2093 0.065 0.048 -0.150 0.121
H -2.2225 3.0531 4.7869 0.220 -0.126 0.049 0.122
H -1.1840 1.7597 5.4415 -0.048 0.068 -0.108 0.127
H -0.2160 4.5356 4.5614 0.000 0.108 -0.023 0.080
H 0.8137 3.2487 5.1983 0.147 -0.017 0.041 0.061
H -0.4072 3.9972 6.2365 -0.011 0.042 0.118 0.080
H -2.9929 2.5053 0.3127 -0.064 0.051 0.076 0.142
H -3.3823 2.3579 -4.4952 0.050 -0.035 0.028 0.131
H -2.6313 1.5058 -6.7292 -0.101 0.073 -0.024 0.108
H -0.6866 -0.0437 -6.8247 0.082 -0.077 -0.071 0.118
H 0.9655 -1.3895 -5.6713 0.017 -0.021 -0.095 0.084
H 0.6251 -1.7249 -3.9512 0.086 -0.060 -0.024 0.057
H 1.6849 -0.4004 -4.3878 0.138 -0.013 0.042 0.095
```
Forces are in eV/Å.

Computed properties:
Energy relative to the best compared isomer or geometry (same formula, charge and spin), kcal/mol: 51.51
Electronic energy, Ha: -1638.7654
Orbital gap, eV: 7.63
Total charge: 0
E_HOMO, eV: -8.1826
Lowest unoccupied orbital energy, eV: -0.550

***

A structure of composition C25H26N6PbS3. Source: the Open Molecules 2025 dataset; level of theory: ωB97M-V/def2-TZVPD.

```
61
Properties=species:S:1:pos:R:3:forces:R:3:lowdin_charge:R:1
Pb 0.8105 0.3368 -2.0398 0.174 -0.031 -0.179 0.800
C 4.9006 1.6008 0.7554 0.002 -0.045 -0.027 -0.035
N 4.3432 0.2806 1.0015 0.015 0.106 0.021 -0.116
C 4.2115 -0.3252 2.2349 -0.055 -0.086 -0.093 -0.030
C 3.6234 -1.5171 2.0339 -0.070 0.156 0.051 -0.050
N 3.3680 -1.6150 0.6707 0.093 -0.453 0.033 -0.002
C 3.8499 -0.5151 0.0204 -0.032 0.438 0.080 -0.765
S 3.9064 -0.1648 -1.6148 0.099 -0.048 -0.200 0.551
C 2.8180 -2.7641 0.0440 -0.103 0.142 -0.008 -0.289
C 3.2343 -4.0299 0.4350 -0.002 0.078 -0.060 0.009
C 2.6517 -5.1154 -0.1931 -0.056 -0.051 -0.058 -0.052
C 1.7033 -4.8969 -1.1825 0.069 -0.003 0.050 -0.051
C 1.3664 -3.5896 -1.4892 0.029 0.064 0.043 -0.131
N 1.8994 -2.5339 -0.8777 -0.071 -0.154 0.035 0.096
H 5.2757 1.9893 1.6984 0.000 0.022 -0.004 0.093
H 4.1280 2.2568 0.3567 -0.024 -0.016 0.010 0.070
H 5.7066 1.5265 0.0284 0.013 0.002 0.018 0.083
H 4.5249 0.1544 3.1433 0.015 0.017 0.018 0.126
H 3.2989 -2.2672 2.7297 0.011 -0.043 0.010 0.123
H 4.0038 -4.1544 1.1833 0.015 0.021 0.010 0.117
H 2.9479 -6.1203 0.0765 -0.004 -0.009 -0.006 0.112
H 1.2373 -5.7183 -1.7067 -0.016 -0.016 0.001 0.107
H 0.6252 -3.3706 -2.2491 -0.017 -0.002 -0.022 0.110
S 0.5554 2.9359 -2.7587 0.085 -0.047 0.139 0.460
C 0.4664 3.1908 -1.0459 0.135 -0.081 -0.033 -1.160
S 1.0573 1.9364 0.0208 -0.055 -0.057 0.028 0.493
C -0.1060 4.3143 -0.5013 0.053 0.196 0.139 -0.412
C -0.2509 4.4542 0.9151 0.023 0.048 -0.233 -0.268
N -0.3874 4.5710 2.0522 -0.022 -0.011 0.113 0.143
C -0.6314 5.3601 -1.3226 0.105 -0.159 0.080 -0.266
N -1.0738 6.1888 -1.9871 -0.047 0.086 -0.025 0.161
C 0.1252 -1.0865 1.7269 -0.018 0.094 0.003 -0.076
C -1.3376 -1.5085 1.5807 0.005 -0.025 -0.032 -0.360
C -1.4825 -2.6759 0.5993 0.059 -0.047 0.030 -0.053
C -2.2972 -0.4031 1.2267 -0.107 0.090 -0.088 -0.089
C -3.2188 -0.0140 2.1649 0.054 0.053 -0.104 -0.014
C -4.1943 0.9299 1.8350 -0.069 0.045 0.108 0.007
C -4.3349 1.4582 0.5610 0.038 -0.081 -0.035 -0.016
C -3.4353 1.1311 -0.4337 0.059 0.026 0.192 -0.073
C -3.6434 1.7495 -1.7834 0.060 0.029 -0.020 -0.359
C -3.2578 0.8933 -2.9864 0.049 -0.024 -0.049 -0.065
C -2.9427 3.1194 -1.8116 -0.071 -0.054 -0.052 -0.046
C -2.2964 0.2624 -0.0930 -0.194 -0.043 0.186 -0.295
N -1.2681 0.1778 -0.8525 0.094 -0.085 0.051 0.004
H 0.6705 -1.9015 2.2067 0.035 -0.024 0.018 0.075
H 0.2345 -0.1907 2.3388 -0.024 0.003 0.016 0.085
H 0.5759 -0.8923 0.7581 -0.002 0.000 -0.024 0.009
H -1.6616 -1.8538 2.5672 -0.009 -0.054 -0.017 0.127
H -1.1842 -2.3628 -0.3992 0.020 0.008 -0.033 0.057
H -2.5083 -3.0453 0.5578 -0.017 0.019 0.009 0.085
H -0.8377 -3.5010 0.9097 -0.002 -0.004 0.002 0.079
H -3.1999 -0.4380 3.1604 -0.003 0.003 0.015 0.118
H -4.8921 1.2412 2.6041 -0.023 -0.016 -0.002 0.121
H -5.1501 2.1377 0.3481 -0.006 0.022 0.005 0.124
H -4.7217 1.9321 -1.8399 -0.001 0.036 -0.054 0.133
H -2.1839 0.7254 -3.0289 -0.093 0.066 -0.024 0.033
H -3.5599 1.4136 -3.8955 -0.027 -0.012 -0.021 0.084
H -3.7616 -0.0748 -2.9668 0.008 -0.024 0.015 0.083
H -1.8793 3.0088 -1.6218 -0.148 -0.092 -0.058 0.015
H -3.3607 3.7982 -1.0679 -0.002 0.001 0.025 0.091
H -3.0607 3.5706 -2.7965 -0.024 0.028 0.006 0.093
```
Forces are in eV/Å.

Computed properties:
Energy relative to the best compared isomer or geometry (same formula, charge and spin), kcal/mol: 11.12
Electronic energy, Ha: -2684.1393
Orbital gap, eV: 5.30
Total charge: 0
E_HOMO, eV: -7.5309
Lowest unoccupied orbital energy, eV: -2.230